1.
{
  "formula": "C7H14",
  "method": "ωB97M-V/def2-TZVPD",
  "symbols": ["C", "C", "C", "C", "C", "C", "C", "H", "H", "H", "H", "H", "H", "H", "H", "H", "H", "H", "H", "H", "H"],
  "xyz": [[0.910, 2.113, 0.819], [-0.066, 1.562, -0.232], [0.214, 0.115, -0.494], [1.428, -0.227, -1.269], [-0.660, -0.889, 0.027], [-0.328, -2.349, -0.248], [-1.845, -0.564, 0.971], [1.960, 2.043, 0.481], [0.670, 3.150, 1.028], [0.810, 1.542, 1.752], [-1.089, 1.766, 0.156], [-0.028, 2.155, -1.185], [1.317, -1.135, -1.874], [1.643, 0.568, -1.989], [2.272, -0.407, -0.593], [-0.434, -2.602, -1.288], [0.720, -2.503, 0.021], [-0.955, -2.961, 0.396], [-2.500, 0.160, 0.468], [-1.556, -0.086, 1.909], [-2.480, -1.449, 1.142]],
  "mulliken_charge": [-1.13, -0.57, 0.62, -1.64, 1.04, -1.51, -1.46, 0.30, 0.37, 0.29, 0.21, 0.33, 0.40, 0.38, 0.33, 0.32, 0.33, 0.38, 0.34, 0.28, 0.39],
  "total_charge": 0,
  "fmax_ev_per_a": 5.111,
  "multiplicity": 1,
  "de_lowest_kj_mol": 94.1,
  "orbital_gap_ev": 9.112
}

2.
{
  "formula": "C4H32NO11",
  "method": "ωB97M-V/def2-TZVPD",
  "symbols": ["C", "C", "C", "C", "N", "H", "H", "H", "H", "H", "H", "H", "H", "H", "H", "H", "H", "O", "H", "H", "O", "H", "H", "O", "H", "H", "O", "H", "H", "O", "H", "H", "O", "H", "H", "O", "H", "H", "O", "H", "H", "O", "H", "H", "O", "H", "H", "O"],
  "xyz": [[-2.134, -1.858, 2.403], [-2.250, -1.720, 0.852], [-0.919, -1.705, 0.232], [-0.108, -0.678, 0.398], [1.293, -0.737, -0.097], [-1.296, -1.223, 2.731], [-2.399, -2.948, 2.641], [-2.964, -1.376, 2.957], [-2.911, -0.909, 0.479], [-2.861, -2.650, 0.593], [-0.583, -2.645, -0.230], [-0.254, 0.141, 1.092], [1.481, 0.270, -0.311], [2.096, -1.076, 0.426], [1.297, -1.459, -0.868], [-0.102, 1.608, -1.521], [1.172, 2.093, -2.176], [0.720, 1.287, -1.908], [2.708, 0.174, 2.469], [2.966, -0.567, 3.945], [2.516, -0.505, 3.111], [-2.722, 2.014, -1.027], [-4.151, 2.173, -0.475], [-3.566, 1.569, -0.929], [-0.861, 2.241, 1.496], [-1.662, 3.440, 0.966], [-0.994, 2.792, 0.697], [0.411, -2.354, -3.038], [1.772, -3.156, -2.773], [1.230, -2.376, -2.529], [0.305, 0.973, 3.209], [-1.124, 1.586, 3.720], [-0.554, 1.350, 2.995], [1.428, -2.584, 2.112], [1.997, -3.213, 0.756], [2.120, -2.550, 1.443], [0.238, 1.173, -3.613], [0.856, 0.475, -4.724], [0.040, 0.945, -4.539], [3.757, 1.403, 0.720], [2.569, 2.303, 0.761], [2.804, 1.372, 0.915], [0.604, 3.468, -0.106], [1.245, 4.135, -1.334], [1.397, 3.931, -0.414], [-1.426, -0.752, -3.938], [-1.994, -2.198, -3.801], [-1.184, -1.677, -3.769]],
  "mulliken_charge": [-0.99, -0.58, -0.32, 0.29, 0.23, 0.29, 0.30, 0.32, 0.23, 0.33, 0.35, -0.15, 0.25, 0.49, 0.18, 0.27, 0.33, -0.83, 0.33, 0.27, -0.57, 0.28, 0.30, -0.59, 0.34, 0.28, -0.58, 0.35, 0.30, -0.63, 0.27, 0.26, -0.63, 0.31, 0.30, -0.65, 0.47, 0.31, -0.65, 0.27, 0.25, -0.58, 0.41, 0.29, -0.65, 0.30, 0.28, -0.63],
  "total_charge": 1,
  "fmax_ev_per_a": 3.156,
  "multiplicity": 1,
  "de_lowest_kj_mol": 328.7,
  "orbital_gap_ev": 10.519
}

3.
{
  "formula": "C36H31GeN5O3Te4Zn",
  "method": "ωB97M-V/def2-TZVPD",
  "symbols": ["Zn", "O", "N", "O", "C", "C", "C", "C", "C", "C", "N", "C", "C", "N", "C", "C", "C", "C", "H", "H", "H", "H", "H", "H", "H", "Te", "Te", "Te", "Te", "N", "C", "N", "C", "C", "O", "C", "C", "H", "H", "H", "H", "H", "H", "H", "H", "C", "Ge", "C", "C", "C", "C", "C", "C", "C", "C", "C", "C", "C", "C", "C", "C", "C", "C", "C", "C", "H", "H", "H", "H", "H", "H", "H", "H", "H", "H", "H", "H", "H", "H", "H", "H"],
  "xyz": [[-0.014, -1.164, -0.414], [-7.094, -0.592, -0.675], [-6.579, 0.278, -0.001], [-7.210, 1.203, 0.485], [-5.119, 0.218, 0.264], [-4.704, 1.002, 1.318], [-3.339, 0.977, 1.672], [-2.791, 1.761, 2.716], [-1.454, 1.705, 2.983], [-0.639, 0.864, 2.198], [-1.123, 0.114, 1.239], [-2.450, 0.142, 0.974], [-2.919, -0.707, -0.105], [-2.028, -1.471, -0.688], [-2.332, -2.251, -1.816], [-3.674, -2.019, -2.378], [-4.592, -1.279, -1.764], [-4.290, -0.615, -0.499], [-5.411, 1.605, 1.866], [-3.448, 2.407, 3.288], [-1.010, 2.300, 3.769], [0.431, 0.808, 2.369], [-1.558, -2.171, -2.583], [-3.833, -2.396, -3.381], [-5.536, -1.089, -2.247], [0.514, -3.808, -0.366], [-1.980, -4.416, -1.281], [0.335, -1.605, -4.922], [-0.385, 0.535, -3.424], [0.813, -1.912, 3.452], [-0.299, -2.194, 3.304], [-1.591, -2.480, 3.214], [-2.470, -1.917, 4.238], [-3.898, -1.923, 3.723], [-4.278, -3.229, 3.335], [-3.472, -3.640, 2.233], [-2.018, -3.762, 2.649], [-2.141, -0.902, 4.461], [-2.413, -2.522, 5.154], [-3.988, -1.242, 2.870], [-4.586, -1.603, 4.506], [-3.563, -2.923, 1.410], [-3.850, -4.602, 1.894], [-1.389, -3.989, 1.786], [-1.918, -4.554, 3.404], [0.648, 0.359, -1.512], [2.462, 1.014, -1.515], [3.472, 0.512, 0.117], [3.062, -0.516, 0.961], [3.787, -0.861, 2.097], [4.959, -0.185, 2.399], [5.399, 0.832, 1.560], [4.661, 1.174, 0.437], [3.596, 0.434, -2.999], [4.351, 1.307, -3.777], [5.180, 0.833, -4.786], [5.264, -0.531, -5.029], [4.511, -1.413, -4.267], [3.684, -0.933, -3.263], [2.410, 2.990, -1.485], [2.550, 3.716, -0.302], [2.379, 5.095, -0.274], [2.058, 5.779, -1.438], [1.900, 5.073, -2.623], [2.070, 3.695, -2.643], [0.139, 1.194, -1.003], [2.157, -1.074, 0.744], [3.423, -1.650, 2.742], [5.528, -0.448, 3.283], [6.318, 1.362, 1.785], [5.018, 1.972, -0.206], [4.299, 2.376, -3.597], [5.752, 1.529, -5.389], [5.898, -0.904, -5.825], [4.541, -2.475, -4.474], [3.070, -1.633, -2.707], [2.795, 3.198, 0.619], [2.492, 5.634, 0.660], [1.922, 6.854, -1.419], [1.630, 5.595, -3.534], [1.907, 3.153, -3.569]],
  "mulliken_charge": [1.18, -0.63, 1.09, -0.68, 0.18, -0.89, 1.55, -0.96, -1.08, -0.62, 0.11, -0.84, 0.02, 0.72, -0.56, -0.75, -1.31, 1.30, 0.49, 0.42, 0.43, 0.48, -0.12, 0.48, 0.46, -0.60, -0.25, -0.73, -0.21, -0.61, 0.21, 0.37, -0.78, 0.04, -0.50, -0.03, -0.10, 0.42, 0.35, -0.16, 0.39, -0.05, 0.34, -0.13, 0.32, -1.49, 1.79, -0.11, 0.05, -0.93, -0.44, -0.66, -0.03, 0.23, -0.42, -0.61, -0.36, -0.71, -0.41, -0.01, -0.20, -0.65, -0.37, -0.72, -0.36, 0.60, -0.06, 0.41, 0.36, 0.37, 0.41, 0.30, 0.37, 0.33, 0.38, 0.36, 0.32, 0.37, 0.35, 0.37, 0.44],
  "total_charge": -2,
  "fmax_ev_per_a": 0.745,
  "multiplicity": 1,
  "orbital_gap_ev": 4.196
}